Entry 1:
The following is a quantum chemistry calculation of a molecular structure, C20H28N3O9PS in a non-equilibrium geometry, from the Open Molecules 2025 dataset.

The total energy is -2359.8830 Eh. The calculation puts the HOMO-LUMO gap at 7.92 eV.

CARTESIAN COORDINATES (ANGSTROEM)
C: 4.286852 -0.870322 0.450146
C: 3.762194 -1.261638 -0.928747
O: 2.866500 -2.398926 -0.895386
C: 1.560738 -2.088018 -0.780934
O: 1.151902 -1.208210 -0.056928
C: 0.672192 -2.943613 -1.648614
C: -0.680484 -3.275006 -0.999874
C: -1.860067 -2.502387 -1.617100
C: -1.720250 -1.052834 -1.285312
C: -1.135271 -0.158063 -2.112297
C: -0.887206 1.212520 -1.760846
P: -0.022277 2.216815 -2.984317
N: -0.233645 3.769478 -3.032455
C: -1.262946 1.688359 -0.547745
O: -1.058783 2.981833 -0.151658
C: -1.932269 0.798548 0.335558
N: -2.384379 1.101233 1.554450
S: -3.036913 -0.229646 2.139728
N: -2.782493 -1.257685 0.928306
C: -2.159617 -0.560015 -0.025624
H: 5.371943 -0.804482 0.451355
H: 3.911475 0.113472 0.724892
H: 3.946887 -1.577556 1.200557
H: 3.269861 -0.421845 -1.411132
H: 4.585062 -1.570511 -1.567111
H: 0.513791 -2.395594 -2.580267
H: 1.231500 -3.836742 -1.920159
H: -0.627225 -2.984582 0.048783
H: -0.868312 -4.346370 -1.028404
H: -1.874462 -2.637631 -2.698026
H: -2.769323 -2.906362 -1.175841
H: -0.814354 -0.499534 -3.089700
H: -0.413020 1.607457 -4.190400
H: 1.324817 1.851356 -2.812060
H: -0.867749 4.086877 -2.310222
H: -0.312902 3.018499 0.456938
C: 2.740317 5.491090 -3.230668
C: 3.792144 4.738628 -2.458739
C: 5.122197 4.540357 -3.152447
O: 5.599193 3.323343 -2.552341
C: 4.518784 2.611707 -2.163235
O: 4.547182 1.479160 -1.796349
O: 3.401433 3.362441 -2.251622
H: 1.752097 5.313297 -2.806467
H: 2.954632 6.560016 -3.208881
H: 2.706750 5.160371 -4.269467
H: 3.937695 5.182725 -1.469945
H: 5.833830 5.344480 -2.988156
H: 5.000976 4.367437 -4.223888
C: -4.892126 -2.698025 7.196892
C: -4.373714 -3.183376 5.868104
C: -4.204078 -2.132874 4.794385
O: -4.354274 -2.898549 3.592043
C: -5.148502 -3.961982 3.886011
O: -5.618665 -4.695612 3.083575
O: -5.320304 -4.060911 5.226837
H: -5.256626 -3.536189 7.788706
H: -4.098405 -2.198634 7.751605
H: -5.719470 -2.000025 7.063519
H: -3.444738 -3.744971 6.001886
H: -3.233594 -1.644129 4.813273
H: -4.994501 -1.378650 4.825817

Cartesian forces (eV/Å) of the 2 atoms listed first:
C -0.21 0.36 -0.14
C 0.37 0.04 0.43


Entry 2:
The following is a quantum chemistry calculation of a molecular structure, C8H24BaO16S2 in a non-equilibrium geometry, from the Open Molecules 2025 dataset.

The total energy is -2344.8864 Eh. Its total charge is -2. The calculation puts the HOMO-LUMO gap at 1.83 eV.

CARTESIAN COORDINATES (ANGSTROEM)
Ba: -0.291830 -0.322463 -0.189560
S: 2.984853 -2.124622 0.126119
O: 2.623936 -3.202843 -0.809052
O: 3.320948 -1.183251 -0.904750
O: 1.790606 -1.733653 0.842767
O: 4.113735 -2.411443 1.007031
S: 0.319672 -2.283417 -3.538411
O: 1.565263 -3.005705 -3.725944
O: 0.828385 -1.446346 -2.435007
O: -0.105143 -1.570083 -4.738308
O: -0.705302 -3.183126 -3.062046
C: -3.036131 1.671804 0.707226
C: -3.234065 1.513864 -0.831907
O: -2.801407 0.170829 -1.253696
O: -1.659129 1.969991 0.908659
H: -3.419511 0.852918 1.315949
H: -3.657194 2.521248 0.991519
H: -2.684943 2.272957 -1.389002
H: -4.270025 1.526741 -1.170618
H: -3.476058 -0.291511 -1.756382
H: -1.628253 2.882215 1.206127
C: -2.268239 -3.042323 1.458304
C: -2.466063 -3.064573 -0.100304
O: -1.227339 -2.758479 -0.679744
O: -1.927500 -1.709310 1.786918
H: -1.344005 -3.531816 1.765355
H: -2.996187 -3.508960 2.121969
H: -3.174253 -2.300534 -0.420929
H: -2.870904 -4.036991 -0.380661
H: -1.086794 -3.036848 -1.587686
H: -1.833137 -1.652146 2.740561
C: 1.404566 1.767236 2.721981
C: 2.931673 1.653871 2.804173
O: 3.208894 1.062752 4.081546
O: 0.812933 0.544141 2.291442
H: 1.139479 2.576777 2.041922
H: 0.950258 2.030881 3.677064
H: 3.400421 2.637772 2.821532
H: 3.335893 1.238659 1.880966
H: 3.113233 1.678278 4.812003
H: 0.957358 -0.179590 2.905402
C: 0.530990 2.637381 -1.950469
C: 1.975506 2.247157 -1.547658
O: 1.970861 1.241135 -0.557945
O: -0.110141 1.534607 -2.574360
H: 0.683672 3.411258 -2.702727
H: 0.035000 2.934427 -1.026419
H: 2.609348 3.081522 -1.247369
H: 2.524034 1.820865 -2.387596
H: 2.801078 0.768218 -0.651154
H: 0.340957 1.330530 -3.396834

Cartesian forces (eV/Å) of the 2 atoms listed first:
Ba 2.58 -1.77 -1.25
S 1.15 -4.50 -4.55